# 1
Formula: C3H10N4O2S
Source: the Open Molecules 2025 dataset
Level of theory: the ωB97M-V functional and the def2-TZVPD basis

Geometry as XYZ:
```
20
Properties=species:S:1:pos:R:3:forces:R:3
C 1.249 1.712 0.869 1.1 0.7 0.9
C 0.201 2.694 -1.334 2.9 -0.7 -2.0
C -0.311 -2.140 0.297 0.9 0.8 0.7
H 1.210 0.801 1.395 -0.1 -1.6 0.3
H 0.598 2.304 1.513 0.3 0.8 -0.1
H 2.429 1.980 1.093 -3.0 -0.1 -1.7
H 1.019 3.596 -1.304 -1.7 -2.6 0.1
H 0.256 2.138 -2.436 -0.6 2.2 2.8
H -0.746 3.195 -1.081 0.1 -0.7 -0.1
H -0.032 -4.252 0.151 2.1 3.6 3.7
H 1.438 -2.998 1.284 -3.9 -1.2 -1.7
H -1.966 -2.805 1.193 0.6 0.5 -1.7
H -2.341 -1.402 0.201 2.4 -2.3 -0.1
N 0.642 1.508 -0.460 -0.6 0.0 0.3
N 0.431 -1.168 -0.268 -0.7 -1.4 2.2
N 0.306 -3.223 1.064 1.1 -1.4 -3.7
N -1.676 -2.272 0.325 -1.5 -0.1 1.8
O -0.624 0.091 -2.054 -0.7 0.6 -0.4
O -1.636 0.086 0.190 0.3 3.1 0.0
S -0.445 0.155 -0.637 1.2 -0.2 -1.3
```
Forces are in eV/Å.

Net charge: 0
Calculated total energy (Ha): -887.8207
ΔE to the lowest compared entry with this formula, charge and spin (kcal per mole): 119.30

***

# 2
Formula: C4H10N2O2
Source: the Open Molecules 2025 dataset
Level of theory: the ωB97M-V functional and the def2-TZVPD basis

Geometry as XYZ:
```
18
Properties=species:S:1:pos:R:3:forces:R:3
O 0.138 0.682 1.749 2.8 0.5 -1.5
C 1.190 0.383 0.915 -4.1 -2.3 4.1
N 2.657 0.658 -0.029 -2.2 2.3 1.5
C 1.786 1.675 0.393 2.6 1.7 -2.2
O -2.591 -1.608 -1.014 0.3 -0.6 -0.2
C 0.318 -0.585 -0.211 -1.4 -2.1 0.1
C -0.688 0.379 -0.987 0.8 0.7 -0.9
N -0.408 -1.504 0.597 0.5 2.2 1.4
H 1.726 -0.434 1.494 0.3 0.8 -1.2
H 1.096 2.159 -0.363 0.4 -0.9 0.7
H 2.029 2.436 1.197 0.1 -1.1 -0.5
H -3.436 -2.088 -0.969 0.4 0.3 0.5
H 1.087 -1.227 -0.697 -0.8 1.1 -0.9
H -0.073 0.738 -1.861 -0.9 0.1 0.7
H -1.582 -0.249 -1.326 1.3 0.2 0.4
H -1.213 1.210 -0.410 1.4 -1.0 -0.4
H -1.297 -1.657 0.103 -1.8 -1.7 -1.5
H -0.737 -0.968 1.421 0.3 -0.3 -0.3
```
Forces are in eV/Å.

Net charge: 0
Calculated total energy (Ha): -417.9288
ΔE to the lowest compared entry with this formula, charge and spin (kcal per mole): 333.95

***

| no. | frontier orbital gap (eV) | molar mass (g/mol) | E_HOMO (eV) |
| --- | --- | --- | --- |
| 1 | 9.36 | 166.2 | -9.384 |
| 2 | 4.21 | 118.1 | -8.612 |